The following is a DFT calculation (the ωB97M-V functional and the def2-TZVPD basis) of a molecular structure, C2HFKLiO2 in a non-equilibrium geometry.

Calculated values
- Multiplicity: 2
- Highest occupied orbital energy (spin up / spin down): -10.817 / -14.092 eV
- Orbital gap (spin up / spin down): 6.5713 / 9.8286 eV
- Strongest force on any atom: 1.4 eV/Å
- LUMO energy (spin up / spin down): -4.25 / -4.26 eV
- ΔE to the lowest compared entry with this formula, charge and spin: 0.00 kJ/mol
- Electronic energy: -934.46844 Eh
- Net charge: +1

Cartesian coordinates (Å):
F1 -1.29 0.87 -1.83
O1 -1.93 0.07 0.16
C1 -1.04 0.57 -0.53
C2 0.35 0.52 -0.19
O2 0.70 -0.37 0.68
Li1 -0.98 -0.98 1.53
K1 3.11 -1.74 0.97
H1 1.08 1.06 -0.79



The following is a DFT calculation (the ωB97M-V functional and the def2-TZVPD basis) of a molecular structure, CH12O9Y in a non-equilibrium geometry.

Calculated values
- Highest occupied orbital energy: -9.563 eV
- Orbital gap: 5.2111 eV
- Strongest force on any atom: 12.9 eV/Å
- LUMO energy: -4.35 eV
- ΔE to the lowest compared entry with this formula, charge and spin: 106.39 kJ/mol
- Electronic energy: -760.69639 Eh
- Net charge: +1

Cartesian coordinates (Å):
Y1 0.02 0.06 -0.03
C1 2.40 -0.55 -0.64
O1 3.72 -0.68 -0.93
O2 1.68 0.00 -1.44
O3 1.96 -0.75 0.53
O4 -2.23 0.11 0.18
H1 -2.54 -0.13 1.10
H2 -2.99 0.44 -0.27
O5 -0.37 -2.21 0.66
H3 -0.06 -2.29 1.52
H4 -1.18 -2.71 0.63
O6 -0.59 1.77 -1.47
H5 0.02 2.37 -1.91
H6 -1.36 2.31 -1.41
O7 1.34 1.82 0.78
H7 2.23 2.14 0.55
H8 0.87 2.69 0.81
O8 -0.75 -1.08 -2.08
H9 -0.32 -1.93 -2.23
H10 -1.65 -1.27 -2.38
O9 -0.22 0.02 2.36
H11 -0.38 -0.73 2.86
H12 0.40 0.61 2.80